(1)
# C5H10O

C5H10O in the gas phase (ωB97M-V/def2-TZVPD, OMol25).

Each line ends with the Löwdin charge.
Atoms and positions in Å:
O1 -0.20716 1.80844 -0.38877  -0.0151
C1 -1.12650 -0.76821 -1.22442  -0.0564
C2 0.35686 -0.23274 0.92006  -0.2434
C3 1.70599 -0.26049 0.23244  -0.0678
C4 -0.54643 0.95318 0.66685  -0.3108
C5 -0.97930 -0.40757 0.23011  -0.2535
H1 0.35180 -0.67380 1.91023  0.1265
H2 0.51740 2.37719 -0.10079  0.1007
H3 2.40060 0.44506 0.71244  0.0797
H4 -0.17228 -0.76291 -1.75096  0.0687
H5 2.16832 -1.25145 0.28571  0.0766
H6 -1.79038 -0.08151 -1.75144  0.0795
H7 1.62762 0.03260 -0.81698  0.0677
H8 -1.06740 1.44005 1.49363  0.1410
H9 -1.54399 -1.77243 -1.31574  0.0744
H10 -1.73861 -0.84745 0.87478  0.1322

Computed properties:
**Molar mass**: 86.134 g mol⁻¹
**Net charge**: 0
**LUMO level**: 0.908 eV
**SMILES**: C[C@@H]1[C@H](C)[C@@H]1O
**Orbital gap**: 10.398 eV

(2)
# C5H10O

A molecular structure, C5H10O (ωB97M-V/def2-TZVPD, OMol25).

Each line ends with the Löwdin charge.
Atoms and positions in Å:
O1 0.92259 1.26220 -0.40118  -0.1176
C1 -0.97775 -0.54298 -0.39204  -0.2347
C2 0.26014 -0.40095 0.43510  -0.0971
C3 2.03311 0.51548 0.33265  -0.2109
C4 -2.08679 0.43990 -0.03553  -0.0978
C5 1.59889 -0.88264 0.04484  -0.2300
H1 -2.33549 0.38796 1.03106  0.0785
H2 -2.99784 0.22887 -0.60275  0.0741
H3 -1.77865 1.46432 -0.26690  0.0717
H4 3.01225 0.81879 -0.04555  0.0593
H5 -1.31458 -1.57494 -0.19013  0.1341
H6 1.63744 -1.31160 -0.97130  0.1143
H7 0.63893 1.92352 0.23949  0.0843
H8 2.00986 -1.58651 0.77751  0.1243
H9 0.10759 -0.24982 1.49981  0.1285
H10 -0.72968 -0.49162 -1.45509  0.1188

Computed properties:
**Molar mass**: 86.134 g mol⁻¹
**Net charge**: 0
**LUMO level (spin up / spin down)**: 0.492 / 0.491 eV
**Orbital gap (spin up / spin down)**: 7.101 / 7.096 eV

Sorted by energy, starting with the most stable: (1), (2).

(1)
# C5H10O

C5H10O in the gas phase (ωB97M-V/def2-TZVPD, OMol25).

Each line ends with the Löwdin charge.
Atoms and positions in Å:
O1 -0.35604 2.26960 2.41403  -0.1250
C1 -0.86678 1.82329 1.09203  -0.2549
C2 0.21718 -2.09912 -1.63429  -0.0930
C3 0.96648 -1.21375 -0.51406  -0.2377
C4 -0.24696 0.49797 0.83148  -0.1630
C5 0.23228 0.10051 -0.31965  -0.1753
H1 -0.39269 3.24742 2.45439  0.0801
H2 -0.35110 -0.22947 1.72228  0.1502
H3 2.11788 -0.89434 -0.81946  0.1580
H4 -0.60128 2.61702 0.27440  0.1382
H5 0.84586 -1.97597 -2.48097  0.0351
H6 0.04428 -3.22649 -1.35551  0.1042
H7 -2.03788 1.68231 1.21587  0.1390
H8 1.04647 -1.72752 0.35454  0.0395
H9 0.08620 0.76977 -1.35004  0.1711
H10 -0.70390 -1.64124 -1.88502  0.0336

Computed properties:
**Molar mass**: 86.134 g mol⁻¹
**Net charge**: 0
**LUMO level**: 1.039 eV
**SMILES**: CC/C=C/CO
**Orbital gap**: 10.411 eV

(2)
# C5H10O

C5H10O in the gas phase (ωB97M-V/def2-TZVPD, OMol25).

Each line ends with the Löwdin charge.
Atoms and positions in Å:
O1 0.75349 1.19426 -0.04407  -0.1367
C1 -0.00201 2.35441 -0.96037  -0.0193
C2 0.58498 -0.03574 -0.74682  -0.2959
C3 -0.75293 -0.64996 -0.95445  -0.0542
C4 0.23737 -1.27754 0.00488  -0.2683
C5 -0.05210 -1.21872 1.48866  -0.0658
H1 -0.59307 -2.11514 1.80575  0.0835
H2 0.75793 -2.17461 -0.32133  0.1356
H3 0.47894 1.12583 0.88707  0.1343
H4 -0.93024 2.42057 -0.35220  -0.0254
H5 0.61554 3.20456 -0.62515  -0.0310
H6 -0.94293 -1.10905 -1.92062  0.1111
H7 -1.62075 -0.15691 -0.52361  0.1145
H8 -0.69472 -0.36639 1.74996  0.0812
H9 1.29150 -0.04310 -1.56679  0.1526
H10 0.86899 -1.15250 2.07908  0.0838

Computed properties:
**Molar mass**: 86.134 g mol⁻¹
**Net charge**: 0
**LUMO level**: 0.621 eV
**Orbital gap**: 7.949 eV

Sorted by energy, starting with the most stable: (1), (2).